Below is an isolated molecule of C6H12O at a distorted geometry, with properties calculated with ωB97M-V/def2-TZVPD.

Computed properties:
2S+1: 1
SMILES string: C[C@@H]1OCC[C@@H]1C
lowest unoccupied orbital energy: 1.14 eV
gap between HOMO and LUMO: 0.4024 Eh
HOMO: -9.812 eV
M: 100.16 g mol⁻¹

Each line ends with the natural charge from an NBO analysis.
Positions of all 19 atoms, in Å:
1 C -0.81150 -1.72352 -0.00246  -0.6129
2 C -0.65497 -0.25423 -0.40573  -0.2460
3 C -1.39583 0.71680 0.55824  -0.4334
4 C -0.27015 1.70469 0.91690  -0.0707
5 O 0.90688 0.95370 0.86688  -0.5272
6 C 0.76980 0.37496 -0.40000  0.1156
7 C 1.99050 -0.49326 -0.69631  -0.6356
8 H -1.87311 -2.00487 -0.04499  0.2129
9 H -0.27347 -2.39606 -0.68068  0.2092
10 H -0.46418 -1.91508 1.01976  0.2088
11 H -1.03421 -0.14113 -1.42434  0.2025
12 H -1.83149 0.17310 1.40837  0.2071
13 H -2.20667 1.26193 0.07065  0.2113
14 H -0.31120 2.17670 1.91276  0.2072
15 H -0.17987 2.37742 -0.07383  0.1470
16 H 0.59429 1.37288 -1.08337  0.1459
17 H 2.06034 -1.42016 -0.10124  0.2181
18 H 1.98828 -0.78316 -1.74852  0.2139
19 H 2.89714 0.08334 -0.48419  0.2265



Below is a cluster of 2 separate species, CH2ClF3N2 in total at a distorted geometry, with properties calculated with ωB97M-V/def2-TZVPD.

Computed properties:
2S+1: 1
lowest unoccupied orbital energy: -1.28 eV
gap between HOMO and LUMO: 0.3489 Eh
HOMO: -10.775 eV
M: 134.49 g mol⁻¹

Each line ends with the natural charge from an NBO analysis.
Positions of all 9 atoms, in Å:
1 C -0.89414 -0.41841 0.07876  1.0241
2 N 0.33886 -0.79179 -0.54833  -0.5273
3 N 1.46369 0.84766 -0.52500  -0.4491
4 F -0.85464 -0.18188 1.38189  -0.3122
5 F -1.80982 -1.49240 -0.06692  -0.3405
6 F -1.48353 0.65106 -0.52328  -0.3265
7 Cl 1.42942 1.26735 1.11729  0.1688
8 H 1.04030 -1.13511 0.22285  0.3881
9 H 0.76985 1.25352 -1.13727  0.3746



Below is a structure of composition C8H12F24Na2O6P4 at a distorted geometry, with properties calculated with ωB97M-V/def2-TZVPD.

Computed properties:
2S+1: 1
net charge: -2
lowest unoccupied orbital energy: 1.18 eV
gap between HOMO and LUMO: 0.3156 Eh
HOMO: -7.407 eV
M: 830.01 g mol⁻¹

Each line ends with the natural charge from an NBO analysis.
Positions of all 56 atoms, in Å:
1 Na 3.77013 -0.96043 3.07334  0.9964
2 Na 0.86527 6.76969 0.77482  0.9968
3 P 5.84646 5.27060 5.26848  2.5871
4 F 6.91515 5.43509 4.06095  -0.5847
5 F 5.60875 3.67177 5.00757  -0.5806
6 F 6.95290 5.11318 6.46897  -0.5878
7 F 4.72910 5.39324 6.49218  -0.6022
8 F 6.02360 6.89885 5.32008  -0.6125
9 F 4.56189 5.61436 4.21170  -0.6186
10 P 2.38390 7.57222 -3.46931  2.5899
11 F 3.39968 8.83541 -3.92391  -0.6085
12 F 3.37180 7.33472 -2.22183  -0.5958
13 F 1.42924 8.70375 -2.71077  -0.6043
14 F 1.46387 6.30222 -2.91903  -0.6034
15 F 1.43363 7.74009 -4.79062  -0.5885
16 F 3.34004 6.61246 -4.29521  -0.5874
17 P 1.06052 1.77587 0.76001  2.6044
18 F 1.90421 3.01593 0.13457  -0.6033
19 F 0.42421 1.48412 -0.66997  -0.5880
20 F 2.28749 0.84470 0.18673  -0.6200
21 F 0.45498 0.40635 1.34636  -0.5956
22 F 1.84370 1.97052 2.18575  -0.6095
23 F -0.07797 2.75943 1.19124  -0.5851
24 P 2.36993 -4.97194 0.89995  2.5875
25 F 1.69316 -6.33974 1.47305  -0.5846
26 F 3.89115 -5.55558 1.44723  -0.6304
27 F 2.56555 -5.71200 -0.50749  -0.5741
28 F 3.26908 -3.65502 0.39510  -0.6059
29 F 0.94800 -4.19982 0.53104  -0.5783
30 F 2.38105 -4.33093 2.40382  -0.6121
31 C -1.56375 -2.73477 -4.52028  -0.6326
32 C -1.41023 -4.25333 -4.70885  0.0697
33 C -2.09849 -5.01420 -3.59021  -0.1123
34 O -3.30861 -5.55899 -4.10834  -0.4584
35 C -3.33142 -5.34123 -5.39281  0.9665
36 O -4.18325 -5.81808 -6.18207  -0.6285
37 O -2.28268 -4.58810 -5.82017  -0.4940
38 H -2.53840 -2.25165 -4.58923  0.2313
39 H -0.86570 -2.19881 -5.16337  0.2255
40 H -1.24746 -2.67447 -3.47892  0.2177
41 H -0.42941 -4.67747 -4.92377  0.2108
42 H -2.14548 -4.44173 -2.66384  0.2119
43 H -1.44053 -5.84509 -3.33566  0.1921
44 C -5.09061 0.09370 1.99503  -0.6210
45 C -4.33854 -1.21754 1.89361  0.0594
46 C -3.78715 -1.81875 3.22989  -0.0937
47 O -4.29906 -3.15202 3.09078  -0.4787
48 C -5.20983 -3.22637 2.15617  0.9683
49 O -5.67510 -4.25801 1.73395  -0.5878
50 O -5.43695 -2.01145 1.60851  -0.4965
51 H -4.43356 0.80384 2.49712  0.2045
52 H -5.96508 0.04730 2.64407  0.2133
53 H -5.46341 0.60524 1.10766  0.2307
54 H -3.59410 -1.29266 1.10098  0.1996
55 H -4.26078 -1.32784 4.08006  0.1804
56 H -2.71092 -1.64663 3.21490  0.2212



Below is a structure of composition C32H27IrN3O6PS at a distorted geometry, with properties calculated with ωB97M-V/def2-TZVPD.

Computed properties:
2S+1: 2
net charge: +1
⟨S²⟩: 0.765
lowest unoccupied orbital energy (spin up / spin down): -4.76 / -4.92 eV
gap between HOMO and LUMO (spin up / spin down): 0.2197 / 0.2142 Eh
HOMO (spin up / spin down): -10.743 / -10.745 eV
M: 804.84 g mol⁻¹

Each line ends with the Löwdin charge.
Positions of all 71 atoms, in Å:
1 Ir -1.03142 1.51866 -0.71573  1.4964
2 O 2.11417 1.30326 4.01703  0.0718
3 C 3.02034 1.09183 3.05886  -0.2715
4 C 4.31096 0.73797 3.46291  -0.0046
5 C 5.29985 0.50135 2.53356  -0.0602
6 C 5.03390 0.60390 1.16798  -0.0782
7 C 3.76394 0.93266 0.75418  -0.0282
8 C 2.74014 1.18189 1.67663  -0.0827
9 C 1.40333 1.48326 1.15260  -0.4169
10 O 1.16925 1.33777 -0.08306  -0.1907
11 N 0.46666 1.89469 2.00937  0.0680
12 N -0.70504 2.12261 1.44174  -0.0603
13 C -1.76180 2.38439 2.11100  -0.0365
14 C -2.98519 2.59785 1.37069  -0.2633
15 C -4.22929 2.68118 1.97623  0.0178
16 C -5.35509 2.80415 1.17534  -0.0128
17 C -5.20834 2.86421 -0.20004  -0.0172
18 C -3.93179 2.78171 -0.73298  -0.1029
19 N -2.85720 2.65403 0.03696  0.0049
20 H 1.27874 1.59669 3.59172  0.0739
21 H 4.51003 0.67339 4.52459  0.1245
22 H 6.29286 0.23165 2.86938  0.1120
23 H 5.81941 0.43533 0.44401  0.1065
24 H 3.52795 1.00917 -0.29898  0.1136
25 H -1.75499 2.41876 3.19504  0.1480
26 H -4.30254 2.62600 3.05352  0.1269
27 H -6.33821 2.84640 1.62414  0.1239
28 H -6.06215 2.96284 -0.85350  0.1241
29 H -3.76089 2.82829 -1.80118  0.1353
30 O -4.41528 -0.10587 -1.30900  -0.2311
31 S -3.04608 -0.44240 -1.10049  0.5095
32 O -2.48094 -0.01864 0.21880  -0.4172
33 O -2.09818 0.05209 -2.14722  -0.4247
34 C -2.71433 -2.16444 -1.07341  -0.2654
35 C -3.65506 -3.17061 -1.08437  -0.0176
36 C -3.21016 -4.48060 -0.96957  -0.0347
37 C -1.85606 -4.74692 -0.81526  -0.0349
38 C -0.92270 -3.71819 -0.77023  -0.0558
39 C -1.34947 -2.40495 -0.91924  -0.2958
40 P -0.16265 -1.00445 -0.88308  1.1310
41 C 0.86342 -1.48198 0.52522  -0.3517
42 C 0.24766 -1.41173 1.77897  -0.0846
43 C 0.95147 -1.78093 2.91023  -0.0538
44 C 2.26986 -2.20700 2.79526  -0.0530
45 C 2.87531 -2.28149 1.54969  -0.0588
46 C 2.18168 -1.90538 0.40910  -0.0682
47 C 0.78628 -1.08220 -2.41321  -0.3318
48 C 0.63354 -2.13270 -3.31743  -0.0608
49 C 1.34344 -2.11890 -4.50688  -0.0582
50 C 2.18124 -1.05602 -4.81045  -0.0553
51 C 2.31433 0.00293 -3.92282  -0.0514
52 C 1.61554 -0.00227 -2.72812  -0.0816
53 H -4.70440 -2.92358 -1.17982  0.1278
54 H -3.92537 -5.29123 -0.98797  0.1191
55 H -1.52343 -5.77125 -0.71443  0.1187
56 H 0.12621 -3.93800 -0.61516  0.1236
57 H -0.77962 -1.06932 1.84302  0.1041
58 H 0.48072 -1.73484 3.88326  0.1167
59 H 2.82835 -2.48008 3.68055  0.1178
60 H 3.89709 -2.62626 1.46413  0.1170
61 H 2.65674 -1.96088 -0.56315  0.1178
62 H -0.03314 -2.95565 -3.10231  0.1012
63 H 1.23208 -2.93714 -5.20580  0.1130
64 H 2.72067 -1.04750 -5.74823  0.1134
65 H 2.94924 0.84304 -4.17019  0.1142
66 H 1.69513 0.83143 -2.04347  0.0780
67 C -0.06394 4.35321 -1.28032  -0.2057
68 O -0.65389 3.18653 -1.74959  -0.3976
69 H -0.58444 4.75592 -0.39824  0.0741
70 H -0.13118 5.10103 -2.07523  0.0917
71 H 0.99278 4.22133 -1.01552  0.0791